[1]
C20H24N4O2 in the gas phase. Source: the Open Molecules 2025 dataset; level of theory: ωB97M-V/def2-TZVPD.

The geometry in XYZ format:
```
50
C20H24N4O2 ωB97M-V/def2-TZVPD
O -1.5983 -2.4249 -2.1813
O -4.6307 -0.4466 0.8718
C -2.4679 -2.7265 -1.2269
C -4.1770 -1.3987 -0.0232
C 2.5247 1.6946 -0.0152
C 1.9312 0.4160 -0.1217
C -2.8409 -1.6248 -0.3354
C 5.8382 2.3308 -1.7674
C 6.0223 1.0609 -2.2177
C 4.6408 2.6280 -1.0651
C 5.0446 0.0325 -2.1234
C 3.7145 1.6014 -0.8342
C 3.8570 0.3804 -1.4295
N 2.7617 -0.3265 -1.0180
N -2.8331 -5.2009 -1.9657
N -3.1209 -3.9595 -1.2323
N -0.1251 1.4186 1.0166
C 1.9061 2.9036 0.7007
C 0.3265 2.7063 0.4874
C -1.3155 1.2935 1.8027
C -3.6534 -0.6156 2.9965
C -0.3201 -0.6020 -0.3266
C -2.3883 0.5438 0.9574
C 0.6367 0.1980 0.5497
C -3.7215 0.2587 1.7414
C -1.7245 -0.7828 0.4427
H -5.0059 -2.0026 -0.4152
H 6.7177 3.0177 -1.8602
H 7.0129 0.8052 -2.6336
H 4.4893 3.5846 -0.5405
H 5.0789 -0.9464 -2.6113
H 2.4726 -1.2762 -1.3484
H -2.8130 -5.0083 -2.9280
H -1.9260 -5.6121 -1.7231
H -3.6486 -4.0920 -0.4506
H 2.1328 3.8890 0.4433
H 2.1401 2.8164 1.8099
H 0.0688 2.7821 -0.5404
H -0.0471 3.4971 1.2121
H -1.0586 0.6055 2.6653
H -1.6189 2.3136 2.0879
H -3.2465 -1.5209 2.8700
H -4.6244 -0.7384 3.5644
H -3.0161 -0.3033 3.7248
H 0.2128 -1.6299 -0.5247
H -0.4591 -0.0999 -1.3088
H -2.5700 1.1492 0.1046
H 0.8180 -0.4651 1.3901
H -4.0324 1.2624 1.9820
H -1.3641 -1.3861 1.3474
```

Output
2S+1	1
frontier orbital gap	8.1	eV
SMILES string	C[C@@H]1OC=C(C(=O)NN)[C@H]2C[C@H]3c4[nH]c5ccccc5c4CCN3C[C@H]12
total charge	0

How is the electron density shared among the atoms? According to natural (NBO), the charges in e are: -0.655, -0.505, 0.617, 0.190, -0.068, 0.155, -0.212, -0.258, -0.214, -0.160, -0.247, -0.105, 0.139, -0.532, -0.631, -0.450, -0.485, -0.420, -0.184, -0.190, -0.637, -0.368, -0.240, -0.075, 0.110, -0.218, 0.205, 0.217, 0.210, 0.207, 0.217, 0.416, 0.366, 0.356, 0.372, 0.217, 0.210, 0.185, 0.195, 0.177, 0.213, 0.210, 0.222, 0.214, 0.207, 0.224, 0.214, 0.192, 0.197, 0.197

[2]
C5H9NOS in the gas phase. Source: the Open Molecules 2025 dataset; level of theory: ωB97M-V/def2-TZVPD.

The geometry in XYZ format:
```
17
C5H9NOS ωB97M-V/def2-TZVPD
C 1.3101 -1.4819 0.4680
C 1.0916 -0.0914 -0.0799
C 0.6108 0.8980 0.9915
C -0.0975 -0.0505 -1.0722
C -2.4251 0.7382 -0.5883
H 2.1816 -1.4813 1.2018
H 1.5537 -2.2112 -0.2753
H 0.4249 -1.8090 1.0224
H 2.0265 0.2994 -0.5270
H 0.7658 1.9084 0.6586
H 0.9806 0.7198 1.9549
H -0.3447 -1.0289 -1.4226
H 0.1072 0.6500 -1.9036
H -2.5649 0.5302 -1.6323
N -1.1885 0.4579 -0.2266
O -0.7842 0.6144 1.0896
S -3.6477 1.3380 0.3409
```

Output
2S+1	1
frontier orbital gap	8.6	eV
SMILES string	C[C@@H]1CON(C=S)C1
total charge	0

How is the electron density shared among the atoms? According to natural (NBO), the charges in e are: -0.614, -0.248, -0.071, -0.235, -0.080, 0.213, 0.216, 0.221, 0.218, 0.179, 0.206, 0.214, 0.215, 0.194, -0.123, -0.323, -0.179

[3]
A molecular structure, C13H11Br3N2O4. Source: the Open Molecules 2025 dataset; level of theory: ωB97M-V/def2-TZVPD.

The geometry in XYZ format:
```
33
C13H11Br3N2O4 ωB97M-V/def2-TZVPD
C -3.9019 0.0691 -2.2553
Br -2.7996 -0.2364 -0.6845
Br -3.7632 2.0041 -2.6848
Br -5.7715 -0.4200 -2.0137
H -3.5280 -0.5035 -3.0904
C 2.0391 1.4373 -1.7874
C 2.8645 2.0785 -2.7028
C 2.3057 2.5743 -3.8605
C 0.9171 2.5674 -4.0109
C 0.1152 2.0413 -3.0182
C 0.6517 1.4758 -1.8538
N 0.3447 3.1624 -5.2064
O 1.0952 3.4658 -6.0974
O -0.8469 3.3269 -5.2485
H 2.4642 0.9670 -0.9049
H 3.9317 2.0387 -2.5404
H 2.9140 2.8855 -4.7007
H -0.9624 2.1308 -3.1127
H 0.0054 1.1308 -1.0642
C 1.1704 -3.3463 5.2797
C 1.3744 -1.9908 5.1910
C 0.6435 -1.2375 4.2618
C -0.3665 -1.8339 3.5374
C -0.6431 -3.1885 3.6694
C 0.1953 -3.9509 4.4664
N -1.0483 -1.0130 2.5463
O -0.9624 -1.3960 1.3885
O -1.6468 -0.0216 2.8906
H 1.7482 -3.9016 6.0057
H 2.0090 -1.4271 5.8605
H 0.7962 -0.1697 4.1739
H -1.3730 -3.7013 3.0594
H 0.0280 -5.0178 4.5070
```

Output
2S+1	1
frontier orbital gap	9.6	eV
total charge	0

How is the electron density shared among the atoms? According to natural (NBO), the charges in e are: -0.471, 0.111, 0.058, 0.082, 0.221, -0.170, -0.222, -0.178, 0.004, -0.182, -0.213, 0.536, -0.379, -0.374, 0.212, 0.224, 0.248, 0.248, 0.236, -0.194, -0.198, -0.198, 0.050, -0.202, -0.191, 0.524, -0.382, -0.346, 0.224, 0.225, 0.235, 0.240, 0.224

[4]
A molecular structure, C20H33As3ClF6NO4PtS2. Source: the Open Molecules 2025 dataset; level of theory: ωB97M-V/def2-TZVPD.

The geometry in XYZ format:
```
71
C20H33As3ClF6NO4PtS2 ωB97M-V/def2-TZVPD
Pt -0.8075 -0.4840 0.1102
C 2.4862 -0.0830 -2.6239
As 1.1255 0.4717 -1.2893
C 0.1848 1.7433 -2.4194
C 2.1944 1.7913 -0.2444
C 2.2506 1.6313 1.2877
C 2.2928 0.1611 1.7217
C 1.0211 2.2871 1.9406
As -0.7952 1.7335 1.2894
C -1.6209 1.7986 3.0539
C -1.3071 3.4775 0.5509
C 3.4846 2.3945 1.8096
As 5.3796 1.7764 1.6606
C 5.3658 0.2636 2.9273
C 5.4553 0.7001 0.0052
H 2.9099 0.8017 -3.0970
H 1.9810 -0.6965 -3.3694
H 3.2745 -0.6732 -2.1595
H 0.8167 2.6014 -2.6486
H -0.7227 2.0734 -1.9160
H -0.1072 1.2546 -3.3460
H 1.7983 2.7831 -0.4786
H 3.2110 1.7525 -0.6354
H 1.3005 -0.2804 1.6408
H 2.6151 0.0866 2.7604
H 2.9700 -0.4196 1.0938
H 1.0760 3.3752 1.8416
H 1.0496 2.0560 3.0087
H -1.3171 2.7047 3.5781
H -1.3018 0.9213 3.6158
H -2.7013 1.7833 2.9507
H -1.4203 4.1752 1.3811
H -2.2594 3.3773 0.0392
H -0.5495 3.8508 -0.1367
H 3.3698 2.5545 2.8872
H 3.4829 3.3934 1.3613
H 4.8517 0.5494 3.8447
H 6.3946 0.0172 3.1891
H 4.8943 -0.6256 2.5133
H 5.4496 1.3470 -0.8715
H 4.6452 -0.0226 -0.0716
H 6.4043 0.1643 0.0176
Cl -3.9002 -6.1129 -1.9172
C -2.7944 -5.0259 -1.1596
C -1.6612 -4.6086 -1.8469
C -0.7726 -3.7549 -1.2346
C -1.0002 -3.2735 0.0709
C -0.0370 -2.4280 0.7447
C -2.1640 -3.7126 0.7326
C -3.0530 -4.5724 0.1267
H -1.4858 -4.9564 -2.8558
H 0.1062 -3.4211 -1.7715
H 0.9777 -2.5116 0.3684
H -0.1054 -2.4476 1.8292
H -2.3596 -3.3551 1.7358
H -3.9452 -4.8996 0.6421
F -4.4884 0.3339 -3.7131
C -3.2820 -0.2141 -3.7318
F -3.3140 -1.3032 -4.4991
F -2.4414 0.6674 -4.2929
S -2.6181 -0.7156 -2.0614
O -1.2704 -0.9952 -2.4723
O -3.4531 -1.7738 -1.5903
N -2.8253 0.6079 -1.1925
S -3.5737 0.3849 0.2039
O -3.8095 1.6674 0.7928
O -3.0121 -0.6218 1.0887
C -5.3029 -0.2794 -0.1493
F -5.4311 -1.5394 0.2336
F -5.6479 -0.1572 -1.4245
F -6.1611 0.4505 0.5701
```

Output
2S+1	1
frontier orbital gap (alpha / beta)	5.8 / 6.2	eV
total charge	0

How is the electron density shared among the atoms? According to Mulliken, the charges in e are: 1.080, -1.430, 0.804, -1.267, -1.908, 3.551, -1.581, -2.337, 1.322, -1.430, -1.493, -2.137, 0.314, -1.097, -0.979, 0.425, 0.412, 0.362, 0.537, 0.180, 0.436, 0.385, 0.504, -0.029, 0.600, 0.055, 0.520, 0.590, 0.466, 0.347, 0.428, 0.473, 0.426, 0.371, 0.592, 0.471, 0.326, 0.394, 0.277, 0.333, 0.096, 0.443, -0.241, 0.508, -0.838, -0.007, 0.150, -1.496, -0.172, -0.855, 0.431, 0.266, 0.573, 0.646, 0.280, 0.448, -0.200, 0.320, -0.224, -0.201, 1.045, -0.586, -0.522, -0.258, 0.487, -0.728, -0.511, 0.452, -0.191, -0.187, -0.215

[5]
A molecular structure, C19H42F7NiSbSi4Te. Source: the Open Molecules 2025 dataset; level of theory: ωB97M-V/def2-TZVPD.

The geometry in XYZ format:
```
75
C19H42F7NiSbSi4Te ωB97M-V/def2-TZVPD
Ni 1.4503 1.8189 0.0930
C 2.5548 2.6104 1.8027
C 1.9952 3.7341 1.0984
C 2.5240 3.7010 -0.1859
C 3.5311 2.6083 -0.2600
C 3.5747 1.9901 0.9744
C 4.4691 0.8939 1.4494
C 4.2723 2.2814 -1.5066
C 2.1615 4.5531 -1.3487
C 0.9207 4.6424 1.6036
C 2.2567 2.2111 3.2054
H 3.9031 0.0594 1.8692
H 5.1300 1.2714 2.2355
H 5.0696 0.4862 0.6428
H 4.7917 3.1624 -1.8939
H 3.5549 1.9480 -2.2612
H 4.9863 1.4781 -1.3497
H 3.0206 5.1338 -1.6940
H 1.3480 5.2333 -1.1017
H 1.8277 3.8992 -2.1585
H 1.0257 5.6391 1.1736
H 0.9745 4.7419 2.6880
H -0.0586 4.2319 1.3516
H 3.0781 2.5051 3.8667
H 2.1471 1.1284 3.2838
H 1.3362 2.6696 3.5600
C -3.1487 -2.9721 -2.3401
Si -1.3451 -2.4063 -2.2269
C -0.9875 -1.1743 -3.5901
C -0.3859 -3.9976 -2.4301
Si -1.2583 -1.2944 -0.1478
Te 1.0168 -0.6751 0.8295
Si -2.0189 -2.7342 1.5490
C -1.5546 -2.0576 3.2437
C -3.8987 -2.8943 1.5135
C -1.2737 -4.4445 1.3418
Si -2.6399 0.6376 -0.1689
C -4.3358 0.0621 -0.7943
C -2.9866 1.2108 1.5865
C -2.1183 1.9777 -1.3619
H -3.3209 -3.3662 -3.3469
H -3.8846 -2.1942 -2.1480
H -3.3269 -3.7917 -1.6378
H -1.0324 -1.6537 -4.5722
H 0.0075 -0.7464 -3.4595
H -1.7175 -0.3617 -3.5668
H -0.8394 -4.5403 -3.2668
H -0.4584 -4.6207 -1.5380
H 0.6665 -3.8355 -2.6408
H -1.8669 -1.0165 3.3533
H -0.4760 -2.0994 3.4014
H -2.0414 -2.6465 4.0269
H -4.3838 -1.9495 1.7688
H -4.2160 -3.6419 2.2469
H -4.2616 -3.2070 0.5323
H -0.1924 -4.3879 1.1978
H -1.7058 -4.9436 0.4711
H -1.4732 -5.0659 2.2198
H -4.7184 -0.8224 -0.2824
H -4.3311 -0.1332 -1.8680
H -5.0385 0.8833 -0.6144
H -3.5033 0.4232 2.1438
H -3.6491 2.0818 1.5564
H -2.0683 1.4860 2.1003
H -2.6104 1.8099 -2.3251
H -1.0415 2.0104 -1.5232
H -2.4350 2.9552 -0.9873
F -0.2825 2.0419 0.8974
F 1.0827 1.7794 -1.7250
Sb 2.7990 -2.2000 -0.5898
F 1.7807 -3.7822 -0.2046
F 1.8641 -1.9601 -2.2455
F 4.0407 -3.2984 -1.4893
F 3.8726 -0.6663 -1.0319
F 3.8517 -2.4105 1.0054
```

Output
2S+1	2
frontier orbital gap (alpha / beta)	6.0 / 8.2	eV
total charge	-1
⟨S²⟩	1.207

How is the electron density shared among the atoms? According to Mulliken, the charges in e are: 0.716, 0.900, 0.449, 0.924, 0.823, 1.066, -1.478, -1.921, -1.864, -1.751, -1.741, 0.202, 0.379, 0.396, 0.430, 0.192, 0.381, 0.329, 0.441, 0.334, 0.462, 0.438, 0.116, 0.327, 0.251, 0.458, -1.171, 0.765, -1.032, -0.946, 0.219, -0.366, 0.295, -1.135, -1.031, -1.014, 0.780, -1.349, -1.118, -0.822, 0.412, 0.270, 0.211, 0.419, 0.188, 0.256, 0.397, 0.216, 0.258, 0.309, 0.311, 0.373, 0.256, 0.406, 0.288, 0.211, 0.239, 0.400, 0.302, 0.297, 0.397, 0.261, 0.392, 0.164, 0.404, -0.114, 0.357, -0.355, -0.854, 1.868, -0.520, -0.624, -0.590, -0.572, -0.568

Going through the records in order, we get energy above the lowest of the compared OMol25 structures with the same formula, charge and spin values of 613.6; 255.1; 51.2; 248.0; 80.2 kJ/mol.
Going through the records in order, we get F_max values of 7.0; 2.1; 1.8; 2.5; 0.2 eV Å⁻¹.